Entry 1:
246
Properties=species:S:1:pos:R:3:mulliken_spin:R:1 method="wB97M-V/def2-TZVPD" relative_energy_kj_mol=465.84 multiplicity=2 energy_ha=-4468.7579 mol_weight_g_mol=1355.98 gap_ha="0.2697 / 0.0980" homo_ev="-9.6951 / -9.6951" total_charge=+1 largest_force_ha_per_bohr=0.0834
C -0.56711 17.94338 -6.13443 0.07
C -2.02253 17.41859 -6.01048 -0.01
C -2.71609 18.23203 -4.92593 0.02
C -4.17718 17.98070 -4.91592 -0.01
C -4.70983 18.48999 -6.20795 0.01
C -4.12608 17.65086 -7.43516 0.03
N -2.63339 17.59242 -7.30479 0.63
O -2.09532 16.74709 -8.22734 0.09
C -4.81254 16.29426 -7.46754 0.05
C -4.38897 18.59958 -8.62814 0.03
C -2.00574 15.97661 -5.41220 0.08
H -0.04622 17.27943 -6.82430 -0.01
H -0.04638 18.10968 -5.19141 0.00
H -0.56905 18.87857 -6.69437 -0.01
H -2.23346 18.01551 -3.97290 0.00
H -2.65494 19.30364 -5.11571 0.00
H -4.71909 18.51898 -4.13832 0.00
H -4.56346 17.03996 -4.52363 0.00
H -4.44488 19.54675 -6.24232 0.00
H -5.76901 18.33214 -6.41119 0.00
H -4.53460 15.80765 -8.40245 0.00
H -4.58302 15.62684 -6.63689 0.00
H -5.88126 16.49875 -7.40325 0.00
H -3.86058 19.55286 -8.61692 0.00
H -4.07539 18.12782 -9.55938 0.00
H -5.45461 18.81629 -8.70255 0.00
H -3.05084 15.72485 -5.23200 -0.01
H -1.51584 15.84010 -4.44810 0.00
H -1.67936 15.32787 -6.22504 0.01
H -2.01526 15.91168 -7.76119 0.02
C 1.88825 16.18043 -2.25612 0.00
O 0.67441 15.88467 -1.66105 0.00
C 0.35549 16.53386 -0.42768 0.00
C -0.96657 16.14515 0.13048 0.00
N -1.21385 14.70812 0.17413 0.00
C -0.24065 13.91802 0.92544 0.00
C -0.24243 14.08463 2.45453 0.00
O -1.13716 13.11503 3.01481 0.00
C -0.50442 12.45234 4.11873 0.00
H 2.78644 15.96307 -1.67810 0.00
H 1.98195 17.26530 -2.30482 0.00
H 1.91383 15.94452 -3.31998 0.00
H 0.34814 17.62370 -0.44478 0.00
H 1.13626 16.21600 0.26331 0.00
H -1.85485 16.48845 -0.39980 0.00
H -1.04531 16.62363 1.10667 0.00
H -0.80977 14.59455 -0.74453 0.00
H 0.77832 13.90056 0.53877 0.00
H -0.74072 12.96500 0.75283 0.00
H -0.61469 15.08288 2.68481 0.00
H 0.74162 14.09035 2.92328 0.00
H -0.47664 13.13311 4.96955 0.00
H 0.46308 12.06555 3.79870 0.00
H -1.12444 11.59301 4.37414 0.00
C 4.08350 25.08941 -3.01201 0.00
O 3.46926 24.01557 -2.35310 0.00
C 4.39282 23.04809 -1.86615 0.00
C 4.81564 23.44875 -0.44079 0.00
N 5.67190 22.46226 0.25768 0.00
C 6.44444 22.89567 1.43114 0.00
C 5.49547 23.59183 2.48619 0.00
O 6.25203 24.27767 3.53471 0.00
C 5.66250 25.49243 3.90589 0.00
H 4.76401 24.89411 -3.84078 0.00
H 4.69026 25.70444 -2.34743 0.00
H 3.29492 25.73436 -3.39966 0.00
H 5.31943 22.96708 -2.43443 0.00
H 3.85572 22.10602 -1.75614 0.00
H 4.01483 24.01128 0.03918 0.00
H 5.47351 24.27660 -0.70528 0.00
H 5.27720 21.55400 0.45605 0.00
H 7.12697 23.64925 1.03821 0.00
H 7.15410 22.22876 1.92075 0.00
H 4.91893 22.77057 2.91191 0.00
H 4.65940 24.19865 2.13856 0.00
H 5.94209 25.71884 4.93480 0.00
H 4.59115 25.68824 3.95031 0.00
H 6.18018 26.24544 3.31168 0.00
C 10.60458 17.76918 -4.03644 0.00
O 9.93618 18.68226 -4.86685 0.00
C 9.91665 18.31699 -6.22112 0.00
C 8.88169 19.30139 -6.94098 0.00
N 7.51937 18.98989 -7.19853 0.00
C 6.76533 18.86493 -6.01690 0.00
C 5.33189 18.22359 -6.14469 0.00
O 5.13144 16.85951 -5.74969 0.00
C 3.82801 16.44894 -5.60076 0.00
H 10.13857 16.78516 -3.98502 0.00
H 10.51128 18.09863 -3.00162 0.00
H 11.61477 17.81115 -4.44367 0.00
H 9.61329 17.27547 -6.32745 0.00
H 10.90684 18.43743 -6.66055 0.00
H 9.44154 19.56078 -7.83952 0.00
H 8.90209 20.32187 -6.55849 0.00
H 7.39312 18.10938 -7.67690 0.00
H 6.73997 19.93139 -5.79307 0.00
H 7.29047 18.28667 -5.25666 0.00
H 4.97528 18.25847 -7.17412 0.00
H 4.67782 18.84561 -5.53365 0.00
H 3.36406 16.75964 -6.53689 0.00
H 3.34666 16.95610 -4.76460 0.00
H 3.60867 15.40158 -5.39335 0.00
C 8.37922 20.70086 -1.23391 0.00
O 9.21462 21.82723 -1.23551 0.00
C 9.36883 22.60558 -2.45230 0.00
C 10.62413 23.57170 -2.50292 0.00
N 10.90055 24.14995 -3.81867 0.00
C 11.50622 23.23036 -4.69599 0.00
C 12.13791 23.80422 -6.00112 0.00
O 11.13147 24.45708 -6.77209 0.00
C 11.71884 24.81510 -8.05953 0.00
H 8.69413 20.03220 -2.03505 0.00
H 7.36265 21.01301 -1.47320 0.00
H 8.35426 20.27225 -0.23203 0.00
H 8.45595 23.19811 -2.51283 0.00
H 9.22190 21.84421 -3.21835 0.00
H 11.43648 23.05750 -1.98932 0.00
H 10.24681 24.35835 -1.84956 0.00
H 9.97594 24.25926 -4.21014 0.00
H 10.76700 22.46484 -4.93183 0.00
H 12.29624 22.63464 -4.23873 0.00
H 12.59902 22.92357 -6.44825 0.00
H 13.01166 24.41115 -5.76386 0.00
H 10.89707 25.11281 -8.71081 0.00
H 12.39629 24.03548 -8.40789 0.00
H 12.32922 25.70771 -7.92249 0.00
C -3.75217 17.51233 2.38363 0.00
O -5.16535 17.65389 2.29436 0.00
C -5.79928 16.42607 2.79686 0.00
C -7.39646 16.59718 2.91929 0.00
N -7.89546 17.15708 1.56512 0.00
C -8.48819 18.45148 1.67507 0.00
C -9.14086 18.91001 0.35370 0.00
O -8.22549 19.15216 -0.68698 0.00
C -7.31183 20.25330 -0.48069 0.00
H -3.18562 18.29579 1.88032 0.00
H -3.37815 16.57806 1.96488 0.00
H -3.38947 17.46873 3.41060 0.00
H -5.39425 15.98031 3.70534 0.00
H -5.73624 15.62638 2.05887 0.00
H -7.50900 17.32238 3.72521 0.00
H -7.95347 15.69314 3.16531 0.00
H -7.01314 17.51082 1.22384 0.00
H -7.92470 19.29922 2.06484 0.00
H -9.29851 18.22992 2.36962 0.00
H -9.78986 19.78171 0.43762 0.00
H -9.65938 18.00125 0.04808 0.00
H -6.49603 19.92368 0.16268 0.00
H -7.77012 21.11353 0.00725 0.00
H -6.93983 20.68658 -1.40912 0.00
C 5.65673 15.06073 1.38961 0.00
O 4.74849 15.83975 2.05547 0.00
C 4.38877 15.21931 3.28515 0.00
C 3.83446 16.22209 4.35986 0.00
N 3.59423 15.52762 5.64213 0.00
C 2.96900 16.45969 6.55209 0.00
C 2.80797 15.65322 7.87316 0.00
O 1.83834 14.62477 7.80588 0.00
C 1.87532 13.72186 8.93000 0.00
H 5.20864 14.09081 1.17385 0.00
H 6.58303 14.86334 1.92917 0.00
H 5.97812 15.62732 0.51567 0.00
H 5.08595 14.44936 3.61562 0.00
H 3.54829 14.60784 2.95682 0.00
H 2.97608 16.81516 4.04435 0.00
H 4.63640 16.87041 4.71294 0.00
H 3.27318 14.57089 5.68327 0.00
H 1.94063 16.75411 6.34261 0.00
H 3.64972 17.29055 6.73754 0.00
H 2.51488 16.33233 8.67377 0.00
H 3.82022 15.40595 8.19301 0.00
H 1.10140 12.97149 8.76843 0.00
H 1.57532 14.27923 9.81738 0.00
H 2.83990 13.28587 9.19003 0.00
C 8.32387 11.49243 -8.14081 0.00
O 7.79647 12.85400 -7.98192 0.00
C 7.99056 13.39876 -6.72470 0.00
C 7.56427 14.92046 -6.94081 0.00
N 7.84067 15.76509 -5.76795 0.00
C 7.26991 15.17154 -4.54980 0.00
C 7.20747 16.06923 -3.32828 0.00
O 7.27794 15.21663 -2.07121 0.00
C 6.05658 14.38766 -1.91232 0.00
H 7.98961 10.81045 -7.35898 0.00
H 9.41384 11.49867 -8.13527 0.00
H 8.19480 11.15008 -9.16757 0.00
H 9.00922 13.41386 -6.33714 0.00
H 7.23309 12.87895 -6.13808 0.00
H 6.48664 14.85762 -7.09208 0.00
H 7.93069 15.33864 -7.87834 0.00
H 7.25964 16.55432 -6.01209 0.00
H 7.82674 14.31614 -4.16726 0.00
H 6.27686 14.75646 -4.72202 0.00
H 6.32406 16.70712 -3.35616 0.00
H 8.15992 16.59890 -3.34804 0.00
H 6.19205 13.69362 -1.08282 0.00
H 5.77127 13.79703 -2.78286 0.00
H 5.24199 15.06195 -1.64795 0.00
C 0.12280 19.95717 1.29599 0.00
O 1.38898 19.58552 0.72591 0.00
C 2.45588 19.89073 1.54935 0.00
C 3.72447 19.13209 1.13262 0.00
N 4.02090 19.56075 -0.23570 0.00
C 5.27077 18.93377 -0.73033 0.00
C 5.24971 19.19372 -2.24265 0.00
O 4.15869 18.58458 -2.93197 0.00
C 3.22780 19.47773 -3.59546 0.00
H 0.05091 21.04439 1.32541 0.00
H -0.06922 19.55849 2.29212 0.00
H -0.78517 19.56791 0.83540 0.00
H 2.23609 19.53716 2.55670 0.00
H 2.50711 20.97007 1.69252 0.00
H 3.53185 18.06804 1.26978 0.00
H 4.57020 19.45631 1.73904 0.00
H 3.25440 19.47496 -0.88778 0.00
H 5.25201 17.84992 -0.61614 0.00
H 6.24677 19.30093 -0.41297 0.00
H 6.17592 18.80602 -2.66682 0.00
H 5.16894 20.26478 -2.42817 0.00
H 3.74522 20.18942 -4.23880 0.00
H 2.71113 20.02766 -2.80886 0.00
H 2.52634 19.01868 -4.29212 0.00
C 0.03345 24.23198 6.03572 0.00
O -0.41373 23.09896 5.29626 0.00
C -1.58329 22.47581 5.76320 0.00
C -1.75755 21.13691 5.04197 0.00
N -1.76013 21.19974 3.59642 0.00
C -3.11840 21.57614 3.08212 0.00
C -3.19574 21.52107 1.48856 0.00
O -4.35358 21.78577 0.85182 0.00
C -4.76267 23.16416 0.76587 0.00
H -0.19402 24.09316 7.09264 0.00
H -0.69861 24.98567 5.74564 0.00
H 1.06047 24.49559 5.78306 0.00
H -2.45369 23.12803 5.83454 0.00
H -1.40658 22.30916 6.82579 0.00
H -2.61803 20.54449 5.35298 0.00
H -0.93655 20.46462 5.29120 0.00
H -1.10821 21.87717 3.22738 0.00
H -3.40516 22.58976 3.36221 0.00
H -3.92639 20.87844 3.30223 0.00
H -2.86825 20.49381 1.32860 0.00
H -2.39982 22.13377 1.06525 0.00
H -3.99346 23.85025 0.41132 0.00
H -5.07396 23.52713 1.74539 0.00
H -5.58543 23.20875 0.05231 0.00

***

Entry 2:
90
Properties=species:S:1:pos:R:3:mulliken_charge:R:1 method="wB97M-V/def2-TZVPD" energy_ha=-3726.6976 mol_weight_g_mol=725.92 gap_ha=0.3018 homo_ev=-7.9789 total_charge=0 largest_force_ha_per_bohr=0.0604
N -5.16950 1.83962 -1.76539 0.22
C -4.81714 3.17066 -1.89430 -0.20
C -5.29742 3.50783 -3.15646 -0.77
C -5.76506 2.38235 -3.79896 -0.40
C -5.72410 1.31536 -2.94355 -0.41
H -5.08632 1.27777 -0.94544 0.20
H -4.22732 3.61713 -1.08383 0.44
H -5.09497 4.48434 -3.57424 0.39
H -6.29533 2.29171 -4.72737 0.47
H -6.17432 0.30898 -2.95036 0.15
N 1.35071 3.91193 -1.14640 0.05
C 0.17716 4.56183 -0.93300 -0.74
C 0.00406 4.64270 0.42677 -0.71
C 1.07077 3.94685 1.07961 -0.12
C 1.84658 3.52318 0.05716 -0.59
H 1.77986 3.53920 -1.94508 0.31
H -0.52941 4.76892 -1.72641 0.47
H -0.74574 5.28149 0.93579 0.40
H 1.40732 3.66668 2.08015 0.43
H 2.73065 2.90404 0.04972 0.53
N 1.01950 -0.80206 0.70156 1.87
C 0.76802 -2.12374 1.04341 -0.61
C 0.17102 -2.74755 -0.02833 -1.52
C -0.03296 -1.74166 -1.04554 -0.59
C 0.45810 -0.57180 -0.54932 -0.90
H 1.30637 -0.03866 1.36969 -0.58
H 0.83509 -2.45399 2.12065 0.46
H -0.05335 -3.76820 -0.03631 0.65
H -0.44882 -1.89120 -1.99257 0.73
H 0.61227 0.44074 -0.93836 0.51
C 5.03090 0.48013 3.75535 -0.74
S 3.29376 0.74734 3.53250 0.38
O 3.09527 0.74170 2.04987 -0.48
C 2.79847 -0.93239 4.20934 -0.27
H 5.36740 -0.46663 3.42682 0.06
H 5.17376 0.61683 4.90277 0.38
H 5.55322 1.27301 3.19527 0.35
H 1.82458 -0.86907 4.60197 0.59
H 3.56037 -1.24746 4.93304 0.49
H 2.91998 -1.44060 3.29689 -0.71
C 5.41372 -4.91988 3.42928 -1.09
S 4.27737 -3.67936 2.93337 0.64
O 5.16139 -2.44292 2.90945 -0.69
C 3.99285 -4.13646 1.17220 -0.46
H 5.54255 -4.88330 4.48846 0.39
H 6.43266 -4.78405 2.87972 0.26
H 5.03616 -5.91222 3.20376 0.40
H 3.75116 -5.20704 1.24022 0.43
H 4.90989 -3.96144 0.57768 0.31
H 3.22893 -3.50755 0.74955 -0.17
C -3.67057 -1.82589 -0.57559 0.16
S -4.97582 -1.32580 0.59155 0.49
O -4.73380 0.12978 0.67537 -0.73
C -6.46981 -1.68624 -0.36876 -0.94
H -3.55265 -2.89799 -0.66027 0.54
H -2.73186 -1.44615 -0.16353 -0.48
H -3.78999 -1.25313 -1.46291 -0.08
H -7.27991 -1.12921 0.11043 0.38
H -6.67946 -2.73088 -0.34282 0.43
H -6.35526 -1.38862 -1.40055 0.14
C -1.16943 0.18005 -5.03986 -0.89
S -2.70761 0.30849 -4.25885 0.55
O -3.02759 -1.10245 -3.77065 -0.65
C -1.95218 1.24367 -2.89052 0.07
H -0.97390 1.19808 -5.43631 0.36
H -1.21347 -0.54903 -5.76500 0.48
H -0.42636 0.00676 -4.29958 0.07
H -1.23427 0.72905 -2.26381 -0.33
H -2.79288 1.53322 -2.26191 -0.30
H -1.55631 2.05204 -3.44499 0.65
C -1.58176 1.10044 1.57550 0.83
C -2.50776 0.37876 2.55960 0.11
O -1.87326 0.53785 3.82224 -0.38
C -0.61061 0.81312 3.58355 0.46
O 0.26225 0.74272 4.36980 -0.61
O -0.38670 1.17476 2.26437 -0.13
F -2.51260 -0.93983 2.23077 -0.33
H -2.08681 2.05731 1.47995 0.21
H -1.46915 0.52222 0.69074 -0.49
H -3.55851 0.71741 2.63639 0.37
C 3.47681 -1.15091 -1.51163 0.16
C 4.41233 -0.06542 -0.90861 0.94
O 3.91434 1.07875 -1.48251 -0.34
C 3.13886 0.83524 -2.57275 0.62
O 2.53786 1.67248 -3.17155 -0.56
O 3.05341 -0.49633 -2.69217 -0.38
F 5.70357 -0.34915 -1.40765 -0.37
H 2.57806 -1.39702 -0.91191 -0.53
H 3.96999 -2.01390 -1.88896 0.38
H 4.39269 0.02268 0.19260 -0.06

***

Entry 3:
15
Properties=species:S:1:pos:R:3:mulliken_charge:R:1 method="wB97M-V/def2-TZVPD" relative_energy_kj_mol=237.91 energy_ha=-957.1830 mol_weight_g_mol=136.25 gap_ha=0.3553 homo_ev=-9.0700 total_charge=0 largest_force_ha_per_bohr=0.0568
C 0.26345 -1.42082 0.68770 -0.70
C -0.73607 0.95881 0.97595 0.63
C -0.41344 1.92961 -0.09372 -1.09
O 1.91849 0.69435 0.54687 -0.59
O -1.76536 0.73886 1.48927 -0.51
Si 0.24558 -1.37629 -1.21277 0.61
S 0.89179 0.13483 1.45134 0.37
H -0.83214 -1.63913 1.16299 0.30
H 0.92667 -2.24650 1.00500 0.37
H -0.64099 -0.32792 -1.58233 -0.16
H 0.16581 2.65206 0.49145 0.39
H -1.31347 2.15189 -0.52368 0.37
H 0.26371 1.47427 -0.85901 0.31
H -0.46566 -2.55422 -1.75975 -0.18
H 1.49163 -1.16980 -1.77931 -0.13

***

Entry 4:
59
Properties=species:S:1:pos:R:3:mulliken_charge:R:1 method="wB97M-V/def2-TZVPD" energy_ha=-3284.7824 mol_weight_g_mol=581.96 gap_ha=0.2039 homo_ev=-7.8134 total_charge=0 largest_force_ha_per_bohr=0.0921
C 4.64492 -1.29820 2.44503 -1.06
C 4.31542 -0.32240 1.23450 0.40
O 4.55752 -0.68324 0.10942 -0.38
N 3.67763 0.95657 1.57909 -0.43
C 2.76222 1.40439 0.49471 -0.58
C 1.59429 0.40212 0.16705 -0.64
C 0.24569 0.69225 0.99104 -0.26
C -0.94715 0.36169 0.00714 -0.54
C -2.33822 0.19819 0.68979 0.60
C -3.19611 -0.99162 0.56088 -0.27
C -2.95478 -2.30525 -0.24302 -1.62
C -3.02378 -2.12586 -1.81257 0.68
C -3.19886 -3.58339 -2.43468 -1.25
F -4.06511 -1.27571 -2.24900 -0.34
N -4.38401 -0.71063 1.31587 0.35
P -5.87640 -1.64759 1.59073 0.26
O -7.13944 -0.53459 1.75512 -0.44
Cl -6.32779 -2.60959 -0.24448 -0.13
C -4.20144 0.55696 1.83412 -0.23
N -3.01311 1.15741 1.49641 0.39
C -2.62584 2.50569 1.90152 -0.11
C -3.22803 3.67649 1.23376 -0.41
C -2.72683 4.93414 1.80982 -0.51
C -1.72688 4.89816 2.86977 -0.21
N -1.13701 3.83414 3.51561 -0.53
C -1.66559 2.68918 2.97620 -0.13
H 4.04368 -0.93184 3.32923 0.32
H 4.25315 -2.31264 2.16675 0.29
H 5.74513 -1.32373 2.65632 0.29
H 4.45582 1.63665 1.55435 0.31
H 2.38228 2.45053 0.69425 0.37
H 3.38804 1.48744 -0.45055 0.28
H 1.32149 0.58314 -0.92067 0.33
H 1.87122 -0.68238 0.24290 0.41
H 0.27259 -0.00502 1.88673 0.30
H 0.21230 1.74579 1.38031 0.15
H -0.70816 -0.64420 -0.45627 0.28
H -0.98866 1.16034 -0.78077 0.41
H -3.64295 -3.12126 0.11454 0.59
H -1.90764 -2.65367 -0.00419 0.40
H -2.04217 -1.74260 -2.21324 0.25
H -3.63331 -3.50793 -3.47604 0.34
H -3.82003 -4.23600 -1.75625 0.29
H -2.20719 -4.11320 -2.54873 0.35
H -6.83182 0.38198 1.60361 0.34
H -4.99107 1.01160 2.47520 0.56
H -3.98097 3.61092 0.41466 0.43
H -3.11104 5.91449 1.43311 0.36
H -1.36679 5.90533 3.23330 0.34
H -1.28354 1.73728 3.45307 0.39
N 5.84263 -0.54679 -4.50757 -0.37
S 5.74377 -1.06351 -3.02080 1.23
O 6.97399 -1.41598 -2.36986 -0.62
O 4.58909 -1.84406 -2.67112 -0.60
F 5.40478 0.32375 -2.29760 -0.27
S 6.25397 -1.68916 -5.50751 1.11
O 6.66748 -1.19419 -6.79120 -0.64
O 5.43954 -2.87200 -5.54157 -0.57
F 7.63306 -2.22840 -4.91822 -0.26